The following is a quantum chemistry calculation of a molecular structure, H3INO2P in a non-equilibrium geometry, from the OMol25 dataset.

Atoms and positions in Å:
N 0.8685 0.6406 0.3384
O -0.5433 -1.4659 0.4157
O -1.5512 0.5126 -0.6188
P -0.1203 -0.4014 -0.6671
I 2.7275 -0.1275 0.8868
H 1.0864 1.6509 -0.1318
H -0.5095 -1.0466 1.2148
H -1.9582 0.2373 -1.4379

Its energy relative to the best compared isomer or geometry (same formula, charge and spin) is 12.5 kJ/mol. The calculation puts the orbital gap at 0.312 Eh. The HOMO energy comes out at -9.02 eV. For the total energy, the calculation gives -846.0958 Eh. The molar mass is 206.9 Da. The lowest unoccupied orbital energy is -0.5435 eV.